1.
The following is a quantum chemistry calculation of C25H27AsCl2OPd as an isolated structure at a distorted geometry, from OMol25.

```
57
Properties=species:S:1:pos:R:3:mulliken_charge:R:1
Pd 1.08 -0.17 -1.35 0.203
Cl -1.27 -1.50 -2.76 -0.112
Cl 1.36 2.13 -0.66 -0.377
C 1.95 -0.33 -2.97 -0.955
H 2.78 0.39 -3.10 0.319
H 2.15 -1.36 -3.27 0.500
C -0.79 0.18 -3.16 -0.128
C 0.59 0.25 -3.68 0.198
H -0.87 0.78 -2.23 0.920
C 0.69 -0.60 -4.95 -1.147
H 0.80 1.30 -3.90 0.394
C -0.23 -0.09 -6.04 -0.681
H 1.73 -0.59 -5.30 0.362
H 0.44 -1.63 -4.69 0.477
C -1.66 0.20 -5.57 -0.635
H 0.23 0.81 -6.46 0.343
H -0.25 -0.83 -6.85 0.335
C -1.78 0.77 -4.17 -1.206
H -2.11 0.91 -6.27 0.335
H -2.30 -0.69 -5.68 0.314
H -1.59 1.85 -4.21 0.377
H -2.80 0.64 -3.79 0.398
O -0.25 -0.48 0.20 -0.276
As 0.07 -0.18 1.85 1.062
C -0.31 1.70 2.19 0.409
C -1.57 2.20 1.86 -0.554
C -1.87 3.54 2.12 -0.631
C -0.90 4.38 2.69 -0.448
C 0.38 3.88 2.98 -0.553
C 0.67 2.53 2.75 -0.093
C -1.33 -1.21 2.68 -0.205
C -2.32 -1.79 1.87 -0.294
C -3.38 -2.48 2.46 -0.482
C -3.46 -2.62 3.85 -0.423
C -2.46 -2.06 4.66 -0.579
C -1.40 -1.35 4.08 -0.238
C 1.89 -0.79 2.13 0.377
C 2.10 -2.00 2.81 -0.657
C 3.41 -2.48 2.96 -0.495
C 4.49 -1.79 2.39 -0.606
C 4.26 -0.62 1.66 -0.852
C 2.96 -0.10 1.56 -0.107
H -2.31 1.54 1.39 0.362
H -2.86 3.93 1.88 0.361
H -1.14 5.43 2.91 0.369
H 1.14 4.53 3.39 0.374
H 1.66 2.12 2.97 0.359
H -2.24 -1.70 0.79 0.322
H -4.15 -2.92 1.82 0.378
H -4.30 -3.16 4.30 0.363
H -2.51 -2.17 5.74 0.372
H -0.62 -0.91 4.70 0.433
H 1.25 -2.54 3.23 0.331
H 3.58 -3.39 3.54 0.373
H 5.50 -2.18 2.50 0.347
H 5.08 -0.09 1.18 0.396
H 2.78 0.82 1.00 0.274
```

Values from the calculation:
E_tot = -117766.25654 eV
Strongest force on any atom = 6.20 eV/Å
Orbital gap (spin up / spin down) = 0.1514 / 0.1906 Ha
Molecular weight = 595.738 Da
Total charge = 0
2S+1 = 5

2.
The following is a quantum chemistry calculation of a 4-piece molecular cluster, C25H27BrO6 overall at a distorted geometry, from OMol25.

```
59
Properties=species:S:1:pos:R:3:mulliken_charge:R:1
O 0.64 -2.07 3.30 -0.450
C -0.11 -2.85 2.78 0.548
Br -1.91 -3.08 3.49 -0.179
C 0.34 -3.67 1.54 -0.967
C 1.47 -2.90 0.88 0.885
C 2.75 -3.39 0.85 -1.043
C 3.78 -2.68 0.28 -0.908
C 3.53 -1.44 -0.27 -0.707
C 2.26 -0.95 -0.25 0.706
C 1.22 -1.66 0.32 0.699
C -0.15 -1.02 0.29 0.080
O -1.17 -1.62 0.02 -0.558
C -0.12 0.46 0.58 0.704
C -1.08 1.02 1.38 -0.561
C -0.97 2.37 1.65 -0.879
C 0.05 3.09 1.09 -0.414
C 1.01 2.52 0.29 -1.009
C 0.92 1.17 0.03 0.688
C 1.93 0.42 -0.80 -0.200
O 2.45 0.85 -1.81 -0.560
H 0.73 -4.61 1.93 0.495
H -0.48 -3.85 0.85 0.370
H 2.92 -4.35 1.33 0.358
H 4.78 -3.07 0.26 0.410
H 4.32 -0.84 -0.71 0.543
H -1.86 0.39 1.78 0.503
H -1.71 2.82 2.30 0.435
H 0.12 4.14 1.34 0.509
H 1.81 3.12 -0.12 0.486
C 3.96 -0.60 -4.49 -0.848
C 5.37 -0.17 -4.17 0.818
C 6.16 0.48 -5.28 -1.143
O 5.85 -0.34 -3.07 -0.528
H 3.52 -1.05 -3.60 0.066
H 3.36 0.26 -4.78 0.310
H 3.97 -1.34 -5.29 0.399
H 5.66 1.39 -5.61 0.310
H 6.26 -0.21 -6.12 0.317
H 7.15 0.74 -4.92 0.315
C -0.52 7.55 -1.54 -1.144
C -1.09 6.42 -0.71 0.833
C -2.34 5.75 -1.23 -1.054
O -0.56 6.07 0.32 -0.523
H 0.37 7.94 -1.05 0.300
H -0.25 7.18 -2.53 0.334
H -1.25 8.35 -1.62 0.339
H -2.15 5.31 -2.21 0.319
H -3.15 6.47 -1.30 0.348
H -2.63 4.96 -0.54 0.248
C -7.36 -3.41 3.80 -1.126
C -6.02 -4.10 3.79 0.818
C -5.94 -5.43 3.08 -1.054
O -5.06 -3.62 4.34 -0.525
H -7.28 -2.47 4.35 0.289
H -7.68 -3.19 2.78 0.336
H -8.10 -4.03 4.29 0.342
H -6.19 -5.30 2.03 0.325
H -6.62 -6.14 3.54 0.328
H -4.92 -5.81 3.15 0.267
```

Values from the calculation:
SMILES = O=C(Br)Cc1cccc2c1C(=O)c1ccccc1C2=O.CC(C)=O.CC(C)=O.CC(C)=O
E_tot = -108690.55895 eV
Strongest force on any atom = 1.91 eV/Å
Orbital gap = 0.3368 Ha
Molecular weight = 503.389 Da
Total charge = 0

3.
The following is a quantum chemistry calculation of C25H27Cl2PdSb as an isolated structure at a distorted geometry, from OMol25.

```
56
Properties=species:S:1:pos:R:3:mulliken_charge:R:1
Pd 0.54 -0.82 -1.93 -0.233
Cl -0.68 -2.74 -2.79 -0.480
Cl 2.14 1.80 -0.05 -0.483
C 2.13 -0.10 -2.76 -0.918
H 2.57 0.74 -2.23 0.276
H 2.80 -0.75 -3.33 0.373
C -0.15 1.05 -3.02 -0.581
C 0.88 0.27 -3.60 0.493
H 0.01 1.67 -2.13 1.013
C 0.74 -0.46 -4.92 -0.640
H 0.87 1.45 -3.68 0.210
C -0.55 -0.11 -5.67 -0.909
H 1.62 -0.18 -5.52 0.282
H 0.77 -1.54 -4.72 0.433
C -1.75 0.02 -4.74 -0.531
H -0.38 0.85 -6.19 0.356
H -0.72 -0.87 -6.43 0.355
C -1.51 1.12 -3.69 -1.126
H -2.65 0.28 -5.33 0.362
H -1.96 -0.94 -4.26 0.181
H -1.57 2.08 -4.22 0.350
H -2.32 1.12 -2.95 0.349
C 3.97 -0.61 4.06 -0.454
C 3.79 -1.53 3.01 -0.604
C 2.72 -1.37 2.12 -0.355
C 1.85 -0.29 2.27 0.087
C 2.00 0.61 3.33 -0.086
C 3.07 0.44 4.22 -0.576
Sb 0.42 0.09 0.60 1.616
C -0.83 -1.58 1.52 -0.086
C -1.41 -2.49 0.65 -0.188
C -2.09 -3.61 1.15 -0.508
C -2.18 -3.81 2.53 -0.421
C -1.60 -2.88 3.41 -0.651
C -0.92 -1.76 2.90 0.018
C -0.75 1.77 1.46 0.307
C -2.01 1.53 2.03 -0.460
C -2.70 2.58 2.67 -0.565
C -2.15 3.86 2.72 -0.462
C -0.91 4.11 2.11 -0.620
C -0.23 3.06 1.48 -0.319
H 4.81 -0.72 4.74 0.368
H 4.48 -2.36 2.88 0.379
H 2.57 -2.09 1.31 0.331
H 1.30 1.44 3.46 0.339
H 3.19 1.15 5.05 0.377
H -1.32 -2.37 -0.44 -0.034
H -2.53 -4.32 0.45 0.415
H -2.70 -4.69 2.92 0.368
H -1.67 -3.03 4.49 0.363
H -0.47 -1.05 3.59 0.434
H -2.46 0.54 2.00 0.424
H -3.67 2.38 3.13 0.375
H -2.68 4.68 3.22 0.363
H -0.46 5.11 2.12 0.390
H 0.72 3.29 1.01 0.303
```

Values from the calculation:
E_tot = -61417.22438 eV
Strongest force on any atom = 7.17 eV/Å
Orbital gap (spin up / spin down) = 0.2069 / 0.2141 Ha
Molecular weight = 626.577 Da
Total charge = 0
2S+1 = 5

4.
The following is a quantum chemistry calculation of C25H27ClFN2O3V as an isolated structure at a distorted geometry, from OMol25.

```
60
Properties=species:S:1:pos:R:3:mulliken_charge:R:1
V 0.64 0.48 -0.20 0.464
C 0.31 3.92 -2.70 -1.477
C -0.87 3.78 -1.74 0.958
C -2.06 4.61 -2.25 -1.725
C -0.45 4.18 -0.34 0.519
C -0.18 5.52 -0.09 -0.461
C 0.23 5.95 1.16 -1.467
C 0.36 5.02 2.18 -0.926
C 0.07 3.66 1.98 0.894
C 0.24 2.77 3.20 0.536
C -0.94 1.84 3.49 -1.310
C 1.57 2.02 3.14 -1.531
C -0.31 3.24 0.70 -0.614
N -0.63 1.86 0.44 1.787
C -1.98 1.60 0.34 -0.206
C -3.03 2.47 0.69 -0.492
C -4.36 2.07 0.59 -0.989
C -4.71 0.81 0.12 -0.590
C -3.70 -0.05 -0.28 -0.583
C -2.40 0.37 -0.17 0.694
F -1.39 -0.46 -0.62 -0.361
H 0.03 3.59 -3.71 0.431
H 1.17 3.32 -2.39 0.347
H 0.63 4.96 -2.76 0.288
H -1.19 2.74 -1.73 -0.049
H -1.78 5.64 -2.45 0.343
H -2.88 4.61 -1.52 0.369
H -2.43 4.18 -3.18 0.437
H -0.28 6.24 -0.89 0.325
H 0.45 6.99 1.34 0.357
H 0.66 5.34 3.17 0.370
H 0.30 3.46 4.05 0.499
H -1.03 1.06 2.75 -0.174
H -1.88 2.40 3.50 0.346
H -0.81 1.37 4.47 0.502
H 1.64 1.41 2.24 0.229
H 1.69 1.36 4.01 0.429
H 2.40 2.72 3.12 0.336
H -2.79 3.46 1.05 0.568
H -5.13 2.77 0.89 0.422
H -5.74 0.51 0.06 0.381
H -3.90 -1.04 -0.68 0.486
Cl -1.84 -1.72 2.48 -0.219
C -0.83 -2.74 1.47 0.936
C -1.33 -3.99 1.14 -0.872
C -0.58 -4.84 0.35 -0.320
C 0.67 -4.42 -0.10 -0.882
C 1.15 -3.17 0.25 -0.348
C 0.42 -2.27 1.05 0.188
C 0.96 -0.94 1.38 -1.389
H -2.30 -4.29 1.51 0.412
H -0.96 -5.82 0.08 0.361
H 1.28 -5.07 -0.72 0.361
H 2.12 -2.84 -0.11 0.423
H 2.04 -0.95 1.42 0.435
H 0.55 -0.57 2.32 0.693
O 2.48 1.20 -0.09 -0.599
N 2.21 0.61 -1.27 0.917
O 2.29 1.25 -2.37 -0.754
O 2.00 -0.70 -1.23 -0.701
```

Values from the calculation:
E_tot = -76412.25481 eV
Strongest force on any atom = 1.38 eV/Å
Orbital gap (spin up / spin down) = 0.2890 / 0.2499 Ha
Molecular weight = 508.897 Da
Total charge = -1
2S+1 = 2